Molecular formula: C15H23AlCaCl10FNO9
Method: DFT, ωB97M-V with the def2-TZVPD basis set

Values from the calculation:
- Lowest unoccupied orbital energy: -6.0078 eV
- Highest occupied orbital energy: -7.4860 eV
- Orbital gap: 1.48 eV
- F_max: 5.42 eV/Å

The geometry in XYZ format:
```
61
C15H23AlCaCl10FNO9 | the Open Molecules 2025 dataset | ωB97M-V with the def2-TZVPD basis set
C -1.99 3.66 -0.33
C -2.59 2.27 -0.34
O -3.79 2.15 -0.44
N -1.74 1.10 -0.18
C -2.01 0.13 -1.22
C -2.07 0.55 1.19
C -0.83 0.08 1.98
C 0.14 1.23 2.46
C 0.94 1.85 1.31
C 2.12 1.06 0.83
C 2.24 0.08 -0.06
Cl 0.99 -0.66 -0.97
C 3.68 -0.29 -0.19
O 4.14 -0.99 -1.03
O 4.40 0.38 0.78
C 3.54 1.33 1.30
O 3.84 2.26 1.96
H -1.13 3.78 -0.99
H -1.77 3.93 0.71
H -2.77 4.35 -0.66
H -2.28 -0.86 -0.84
H -2.86 0.45 -1.90
H -1.10 0.03 -1.88
H -2.54 1.36 1.74
H -2.83 -0.22 1.11
H -1.20 -0.41 2.89
H -0.29 -0.71 1.45
H -0.48 2.06 2.89
H 0.76 0.89 3.30
H 1.36 2.80 1.68
H 0.33 2.10 0.45
C 2.77 0.70 -4.36
O 2.61 1.09 -2.95
H 2.61 1.58 -4.98
H 3.78 0.32 -4.54
H 2.04 -0.07 -4.62
H 2.76 0.29 -2.42
Ca -1.97 1.06 -3.76
C -6.05 -0.24 1.48
Cl -6.02 -1.99 1.71
Cl -7.69 0.39 1.62
Cl -4.97 0.58 2.63
H -5.69 -0.03 0.48
Cl -4.08 2.51 4.51
Cl -0.72 -4.10 3.47
C -1.34 -4.98 2.05
C -1.41 -4.10 0.83
Cl -2.66 -2.84 0.99
H -2.32 -5.39 2.30
H -0.66 -5.81 1.87
H -1.66 -4.70 -0.05
H -0.45 -3.61 0.64
Cl -2.15 1.37 3.95
Al 4.69 1.81 -2.18
F 4.09 1.92 -6.26
O 7.42 -0.22 -1.64
Cl 7.65 -1.51 -2.29
O 6.72 -1.64 -3.39
O 7.42 -2.56 -1.33
O 9.00 -1.56 -2.77
Cl -7.95 -3.98 1.98
```

Molecular formula: C15H23CdF9NO3P2
Method: DFT, ωB97M-V with the def2-TZVPD basis set

Values from the calculation:
- Charge: +1
- Lowest unoccupied orbital energy: -2.8651 eV
- Highest occupied orbital energy: -12.5183 eV
- Orbital gap: 9.65 eV
- F_max: 1.47 eV/Å

The geometry in XYZ format:
```
54
C15H23CdF9NO3P2 | the Open Molecules 2025 dataset | ωB97M-V with the def2-TZVPD basis set
Cd 0.05 0.08 0.51
P -2.32 0.22 -0.38
C -2.27 0.96 -2.05
C -0.84 1.23 -2.56
N 0.24 1.08 -1.77
C 1.45 1.48 -2.18
C 1.62 2.16 -3.39
C 0.50 2.40 -4.18
C -0.73 1.91 -3.76
C 2.68 1.09 -1.38
P 2.42 -0.40 -0.33
H -1.66 2.03 -4.30
H 2.62 2.49 -3.67
H 0.56 2.99 -5.07
H 3.51 0.87 -2.07
H 3.02 1.90 -0.71
H -2.92 0.44 -2.76
H -2.74 1.95 -1.93
H -1.11 -3.30 -3.84
O -1.38 -2.79 -4.62
H -2.33 -2.63 -4.45
H -0.39 -4.78 -0.55
O -0.37 -4.03 -1.19
H 0.57 -3.90 -1.42
C 2.89 -1.81 -1.39
H 3.92 -1.72 -1.77
H 2.82 -2.75 -0.82
H 2.21 -1.90 -2.25
C 3.60 -0.38 1.05
H 3.59 -1.35 1.56
H 4.63 -0.17 0.71
H 3.31 0.38 1.78
C -3.02 1.74 0.42
H -4.06 1.87 0.10
H -2.90 1.63 1.52
H -2.44 2.60 0.05
C -3.62 -1.07 -0.22
H -3.71 -1.29 0.87
H -4.59 -0.72 -0.63
H -3.29 -1.98 -0.75
F -1.37 2.26 4.18
C -1.31 0.91 4.25
F -1.58 0.54 5.53
F -2.34 0.45 3.47
C 0.08 0.38 3.72
O 0.30 0.89 2.46
C 1.28 0.94 4.60
F 1.18 0.65 5.93
F 2.47 0.43 4.16
F 1.37 2.28 4.47
C 0.09 -1.18 3.77
F -0.01 -1.71 5.02
F -0.94 -1.70 3.04
F 1.23 -1.68 3.21
```

Molecular formula: C15H23ClIrN2O2PS2
Method: DFT, ωB97M-V with the def2-TZVPD basis set

Values from the calculation:
- Spin multiplicity: 5
- Lowest unoccupied orbital energy (alpha / beta): -0.9348 / -3.4644 eV
- Highest occupied orbital energy (alpha / beta): -8.2412 / -9.3312 eV
- Orbital gap (alpha / beta): 7.31 / 5.87 eV
- F_max: 1.25 eV/Å

The geometry in XYZ format:
```
47
C15H23ClIrN2O2PS2 | the Open Molecules 2025 dataset | ωB97M-V with the def2-TZVPD basis set
Ir 0.92 -0.91 0.73
S 0.14 -2.97 -0.32
C 1.58 -3.73 -0.66
C 1.49 -5.09 -1.18
N 1.40 -6.16 -1.58
C 2.86 -3.14 -0.50
S 3.18 -1.60 0.11
C 4.02 -3.90 -0.91
N 4.96 -4.49 -1.24
Cl -2.58 -0.70 3.50
C -1.37 -1.99 3.22
C 0.01 -1.55 3.65
O 0.25 -1.37 4.82
O 0.90 -1.31 2.68
H -1.40 -2.25 2.17
H -1.66 -2.85 3.82
C -2.64 1.54 -1.54
C -1.85 0.38 -0.94
C -2.65 -0.34 0.16
P -0.18 0.86 -0.36
C -0.45 2.32 0.74
C 0.60 3.43 0.61
C -0.56 1.87 2.21
C 0.68 1.43 -1.89
C 2.20 1.57 -1.68
C 0.41 0.45 -3.04
H -3.47 1.15 -2.13
H -2.04 2.18 -2.19
H -3.08 2.17 -0.76
H -1.64 -0.35 -1.73
H -2.92 0.33 0.98
H -2.09 -1.18 0.60
H -3.57 -0.75 -0.25
H -1.41 2.72 0.43
H 1.57 3.11 1.02
H 0.27 4.29 1.20
H 0.76 3.77 -0.41
H 0.35 1.36 2.53
H -1.40 1.19 2.38
H -0.69 2.74 2.85
H 0.26 2.40 -2.13
H 2.65 0.59 -1.57
H 2.47 2.17 -0.81
H 2.64 2.04 -2.57
H 0.57 -0.59 -2.73
H 1.10 0.66 -3.86
H -0.61 0.53 -3.43
```

Molecular formula: C15H23F3FeNO2P
Method: DFT, ωB97M-V with the def2-TZVPD basis set

Values from the calculation:
- Spin multiplicity: 5
- Lowest unoccupied orbital energy (alpha / beta): 0.1278 / -0.3649 eV
- Highest occupied orbital energy (alpha / beta): -6.6680 / -8.2957 eV
- Orbital gap (alpha / beta): 6.80 / 7.93 eV
- F_max: 4.16 eV/Å

The geometry in XYZ format:
```
46
C15H23F3FeNO2P | the Open Molecules 2025 dataset | ωB97M-V with the def2-TZVPD basis set
C 2.60 -1.48 -2.31
C 3.03 -0.59 -1.31
C 2.11 -0.04 -0.40
C 0.76 -0.38 -0.50
C 0.33 -1.31 -1.44
C 1.25 -1.83 -2.37
C 2.62 0.95 0.62
C 1.60 1.90 1.23
N 0.46 2.34 0.32
Fe -0.69 0.75 0.61
C -1.11 -1.72 -1.45
P -2.13 -0.50 -0.46
H 4.08 -0.30 -1.26
H 0.89 -2.52 -3.13
H 3.32 -1.90 -3.02
H -1.24 -2.68 -0.93
H -1.54 -1.77 -2.46
H 3.07 0.40 1.46
H 3.43 1.54 0.18
H 1.15 1.47 2.14
C -3.39 -1.55 0.25
C -2.96 0.46 -1.74
H 2.11 2.83 1.53
C 0.88 2.61 -1.11
C -0.20 3.54 0.93
H -2.17 1.29 1.04
H 0.54 3.62 -1.37
H 1.97 2.54 -1.19
H 0.41 1.90 -1.80
H 0.07 4.42 0.34
H -1.29 3.43 0.90
H 0.12 3.66 1.96
H -3.60 -0.21 -2.32
H -3.56 1.22 -1.24
H -2.22 0.95 -2.38
H -3.96 -2.00 -0.56
H -2.92 -2.32 0.85
H -4.05 -0.94 0.88
H -1.94 1.69 0.21
F -0.22 -3.37 4.22
C 0.61 -3.14 3.16
F 1.75 -2.57 3.63
F 0.95 -4.35 2.63
C -0.13 -2.21 2.11
O 0.06 -0.97 2.24
O -0.85 -2.87 1.33
```

Molecular formula: C15H23MnN4P
Method: DFT, ωB97M-V with the def2-TZVPD basis set

Values from the calculation:
- Spin multiplicity: 6
- Lowest unoccupied orbital energy (alpha / beta): 0.2343 / -1.3731 eV
- Highest occupied orbital energy (alpha / beta): -6.6827 / -8.1101 eV
- Orbital gap (alpha / beta): 6.92 / 6.74 eV
- F_max: 3.28 eV/Å

The geometry in XYZ format:
```
44
C15H23MnN4P | the Open Molecules 2025 dataset | ωB97M-V with the def2-TZVPD basis set
C -0.48 -2.82 -3.92
C 0.11 -3.43 -2.80
C 0.65 -2.63 -1.75
C 0.58 -1.24 -1.90
C -0.01 -0.62 -3.02
C -0.56 -1.42 -4.03
C 1.30 -3.35 -0.58
C 2.03 -2.55 0.49
N 2.51 -1.18 0.08
Mn 0.99 -0.12 -0.24
C -0.05 0.88 -3.10
P 0.97 1.59 -1.70
H 0.20 -4.53 -2.72
H -1.02 -0.97 -4.91
H -0.91 -3.47 -4.69
H -1.06 1.31 -2.95
H 0.41 1.29 -4.01
H 0.51 -3.97 -0.12
H 2.00 -4.07 -1.02
H 1.44 -2.49 1.37
C -0.07 3.01 -1.15
C 2.39 2.28 -2.61
H 2.92 -3.10 0.76
C 3.48 -1.32 -1.06
C 3.25 -0.58 1.22
H 0.75 0.89 1.10
H 4.39 -1.82 -0.71
H 3.07 -1.93 -1.88
H 3.76 -0.36 -1.51
H 4.03 -1.27 1.57
H 3.68 0.37 1.00
H 2.58 -0.42 2.07
H 1.94 2.98 -3.33
H 3.05 2.78 -1.87
H 2.91 1.44 -3.11
H -0.04 3.75 -1.95
H -1.08 2.61 -0.95
H 0.38 3.37 -0.22
H 1.79 1.80 -0.50
N -0.74 -0.69 0.39
C -1.87 -0.74 0.73
N -3.05 -0.93 1.08
C -3.92 -0.26 1.80
N -4.67 0.34 2.47
```

Molecular formula: C15H23N2O10S2
Method: DFT, ωB97M-V with the def2-TZVPD basis set

Values from the calculation:
- Charge: -1
- Lowest unoccupied orbital energy: 2.6545 eV
- Highest occupied orbital energy: -6.1613 eV
- Orbital gap: 8.82 eV
- F_max: 1.49 eV/Å

The geometry in XYZ format:
```
52
C15H23N2O10S2 | the Open Molecules 2025 dataset | ωB97M-V with the def2-TZVPD basis set
C 2.69 1.60 -1.17
C 3.01 0.30 -1.11
S 1.75 -0.82 -0.54
O 0.71 -0.68 -1.54
O 1.33 -0.35 0.77
N 2.32 -2.28 -0.62
S 2.68 -3.08 0.72
O 3.26 -4.34 0.32
O 1.61 -3.17 1.69
C 3.99 -2.13 1.51
C 3.65 -1.28 2.55
C 4.66 -0.55 3.14
C 5.95 -0.68 2.65
C 6.17 -1.54 1.59
N 5.22 -2.27 1.02
H 2.92 2.20 -2.05
H 2.13 2.08 -0.37
H 4.01 -0.07 -1.34
H 2.63 -1.20 2.90
H 4.46 0.12 3.97
H 6.79 -0.12 3.06
H 7.17 -1.64 1.19
C -2.42 5.98 2.84
C -1.58 6.05 1.59
O -0.77 4.89 1.42
C -1.42 3.80 0.97
O -2.59 3.76 0.69
O -0.55 2.81 0.89
C -1.10 1.54 0.49
H -1.79 5.80 3.71
H -2.96 6.92 2.99
H -3.15 5.18 2.78
H -0.88 6.88 1.65
H -2.20 6.21 0.70
H -1.65 1.64 -0.45
H -1.75 1.15 1.27
H -0.26 0.86 0.35
C -1.28 -3.36 -2.79
C -2.03 -2.44 -1.86
O -3.23 -1.90 -2.47
C -4.26 -2.71 -2.54
O -4.33 -3.85 -2.14
O -5.27 -2.06 -3.16
C -6.43 -2.85 -3.37
H -1.07 -2.84 -3.73
H -0.34 -3.66 -2.33
H -1.87 -4.25 -3.02
H -1.41 -1.58 -1.62
H -2.29 -2.94 -0.92
H -6.77 -3.30 -2.44
H -6.24 -3.64 -4.10
H -7.19 -2.18 -3.75
```

Molecular formula: C15H23N3O2
Method: DFT, ωB97M-V with the def2-TZVPD basis set

Values from the calculation:
- Lowest unoccupied orbital energy: 0.8007 eV
- Highest occupied orbital energy: -8.5196 eV
- Orbital gap: 9.32 eV
- F_max: 1.01 eV/Å

The geometry in XYZ format:
```
43
C15H23N3O2 | the Open Molecules 2025 dataset | ωB97M-V with the def2-TZVPD basis set
C 2.81 0.14 2.15
N 2.38 0.20 0.77
C 3.51 0.53 -0.09
C 3.30 0.23 -1.58
C 3.21 -1.26 -1.91
C 1.87 -1.86 -1.50
C 0.75 -1.49 -2.48
N -0.54 -1.41 -1.84
C -1.14 -0.22 -1.60
O -0.67 0.84 -1.96
C -2.43 -0.36 -0.88
N -3.09 0.68 -0.60
O -4.29 0.49 0.05
C 1.30 1.16 0.62
C 0.03 0.75 1.32
C -0.86 1.72 1.75
C -2.05 1.37 2.37
C -2.36 0.04 2.58
C -1.48 -0.94 2.15
C -0.30 -0.59 1.53
H 3.28 1.07 2.49
H 1.96 -0.07 2.79
H 3.53 -0.67 2.27
H 4.36 -0.07 0.25
H 3.79 1.59 0.02
H 2.41 0.75 -1.94
H 4.16 0.66 -2.11
H 3.37 -1.41 -2.98
H 4.02 -1.78 -1.38
H 1.63 -1.48 -0.51
H 1.96 -2.95 -1.44
H 0.71 -2.21 -3.30
H 0.94 -0.50 -2.90
H -0.92 -2.25 -1.45
H -2.78 -1.36 -0.63
H -4.63 1.38 0.20
H 1.05 1.26 -0.44
H 1.60 2.16 0.98
H -0.63 2.76 1.59
H -2.73 2.14 2.70
H -3.28 -0.24 3.07
H -1.71 -1.98 2.31
H 0.39 -1.35 1.21
```

Molecular formula: C15H23N3O3S
Method: DFT, ωB97M-V with the def2-TZVPD basis set

Values from the calculation:
- Lowest unoccupied orbital energy: 0.3380 eV
- Highest occupied orbital energy: -7.4655 eV
- Orbital gap: 7.80 eV
- F_max: 17.54 eV/Å

The geometry in XYZ format:
```
45
C15H23N3O3S | the Open Molecules 2025 dataset | ωB97M-V with the def2-TZVPD basis set
C -4.41 4.49 1.10
C -5.15 3.82 -0.08
C -4.43 3.88 -1.50
C -2.91 3.33 -1.32
O -1.77 4.15 -1.36
N -2.84 1.91 -1.06
C -1.78 1.00 -0.81
C -1.98 -0.29 -0.97
C -0.95 -1.24 -0.81
C 0.30 -0.76 -0.72
C 0.52 0.37 -1.01
C -0.37 1.38 -1.17
H -0.15 2.69 -1.14
H 1.50 0.87 -0.95
N 1.40 -1.71 -0.74
C 2.69 -1.48 -0.76
H 2.75 -0.53 -1.52
C 3.39 -0.95 0.50
N 3.14 -1.88 1.31
S 4.43 -2.96 1.93
O 5.76 -2.04 1.78
O 4.11 -3.72 3.17
C 4.61 -4.25 0.57
H 4.82 -3.82 -0.24
H 3.85 -4.75 0.29
H 5.45 -4.72 0.87
C 1.93 -2.24 1.78
H 1.87 -3.25 2.24
C 1.24 -2.89 0.46
H 0.14 -3.07 0.59
H 1.73 -3.75 -0.17
H 1.39 -1.50 2.01
H 4.41 -0.80 0.24
H 3.02 0.10 0.80
H 3.25 -2.27 -1.22
H -1.40 -2.40 -0.77
H -3.01 -0.59 -1.00
H -3.94 1.32 -0.97
H -4.87 3.27 -2.18
H -4.22 4.69 -1.66
H -6.17 4.15 -0.03
H -5.18 2.44 0.39
H -3.24 4.06 1.27
H -4.80 4.46 2.12
H -4.15 5.47 0.73
```